<a>
14
Properties=species:S:1:pos:R:3 method="wB97M-V/def2-TZVPD" gap_ev=8.003 smiles="N[C@@H](Br)C/[NH+]=C/Br" total_charge=+1
C 0.103 1.161 0.018
N -0.428 0.822 -1.204
Br -0.660 2.956 0.949
N 0.578 -1.033 0.716
H 1.176 1.533 -0.070
C 0.311 -1.758 -0.325
C -0.255 0.082 0.989
H -1.325 -0.238 0.807
H -0.064 0.389 1.936
H -0.755 -1.958 -0.543
H 0.017 1.491 -1.890
H 1.455 -1.231 1.306
Br 1.295 -2.984 -1.217
H -1.449 0.767 -1.472

=====

<b>
14
Properties=species:S:1:pos:R:3 method="wB97M-V/def2-TZVPD" gap_ev="7.778 / 7.779" total_charge=+1
H 0.496 -0.441 -1.966
H 0.296 1.209 -1.916
C -1.050 0.175 -0.612
Br 2.296 1.706 0.079
H -0.501 1.226 1.282
H -0.396 -1.701 1.276
H -1.501 -0.803 -0.770
H -1.775 0.960 -0.813
Br 2.105 -1.901 -0.092
H -0.262 -0.661 2.581
C 0.987 0.383 -0.086
N 0.231 0.348 -1.360
C -0.338 0.275 0.765
N -0.586 -0.775 1.632

=====

Most stable structure, least stable structure: <a>, <b>.

=====

<a>
50
Properties=species:S:1:pos:R:3 method="wB97M-V/def2-TZVPD" gap_ev=9.767 smiles="CCOC(=O)[C@]1(Cc2cccc(Cl)c2)CCCN(C(=O)c2cc(C)on2)C1"
C 2.645 -1.165 -3.019
H 2.435 0.966 0.611
C 1.615 0.336 -1.260
O 1.229 1.941 -2.985
O 0.498 -3.842 -0.903
H 2.312 -0.458 -3.780
N -1.735 -1.235 -0.082
C 0.341 0.942 0.915
H 1.228 3.064 -4.652
C 2.890 -0.432 -1.706
C 1.595 -2.255 -2.791
C 0.388 4.231 -3.027
H 2.411 3.578 -3.409
N 0.593 -1.800 -1.842
C 0.376 -0.376 -1.842
C 1.796 1.756 -1.789
C -1.138 -2.909 1.278
H -4.023 -2.299 2.887
H 3.727 0.262 -1.798
H 0.584 4.405 -1.972
H -0.626 3.857 -3.145
H -2.243 3.078 0.451
H 3.569 -1.624 -3.372
Cl -1.405 0.559 4.484
C 1.579 0.372 0.277
H -2.774 -3.420 3.477
O 2.453 2.593 -1.226
H 0.664 -0.181 2.717
H -2.657 -1.686 3.816
H -0.516 -0.148 -1.263
C 1.388 3.230 -3.585
H -2.772 2.351 2.753
C 0.036 0.538 2.212
C -2.960 -2.428 3.077
C -2.195 -2.237 1.824
C -0.489 1.868 0.298
C -1.906 1.966 2.239
H 1.108 -2.528 -3.734
H 0.482 5.173 -3.560
H 0.209 -0.058 -2.874
C -1.070 1.055 2.859
H -0.614 -3.761 1.653
H 1.716 -0.646 0.650
C -1.603 2.367 0.951
O -2.545 -1.237 0.999
C 0.129 -2.677 -0.929
H 2.050 -3.156 -2.372
H -0.274 2.207 -0.702
H 3.154 -1.166 -0.943
C -0.884 -2.225 0.062

=====

<b>
50
Properties=species:S:1:pos:R:3 method="wB97M-V/def2-TZVPD" gap_ev=9.666 smiles="CCOC(=O)[C@]1(Cc2cccc(Cl)c2)CCCN(C(=O)c2cc(C)on2)C1"
O -0.766 -0.043 -1.053
C -0.861 -2.028 1.582
H 0.069 0.577 1.352
C 2.981 2.760 -2.501
H -3.510 2.620 1.238
C 0.457 -2.168 0.872
N 1.185 2.024 0.519
Cl 4.153 -0.716 1.182
H -3.835 0.521 0.010
C -3.803 0.473 1.100
C -3.202 -2.829 -2.869
H -2.601 -0.744 -2.837
H -3.104 1.721 2.724
H 3.271 1.785 -2.891
C 0.547 -2.922 -0.293
C -3.091 -0.807 1.536
C -3.066 1.703 1.629
C 2.848 -2.294 -0.567
H -3.183 -2.903 -3.952
H -0.709 -1.950 2.660
C 0.586 2.851 -1.472
H 2.610 3.372 -3.317
H 1.785 -3.565 -1.913
O -2.338 -1.625 -0.993
H -0.026 3.245 -2.253
C 1.928 2.600 -1.470
C -1.517 -0.743 -0.425
C 1.730 -2.982 -1.006
O -1.957 3.453 -0.134
C -2.286 -1.706 -2.420
H -1.248 -1.883 -2.723
H -0.319 -3.464 -0.644
H -2.876 -3.775 -2.443
H 3.863 3.224 -2.064
C 0.161 2.452 -0.180
H -3.588 -1.677 1.105
C 2.766 -1.565 0.607
C 1.586 -1.503 1.330
O 2.278 2.111 -0.269
H -3.129 -0.896 2.625
H 1.556 -0.935 2.247
H -4.220 -2.635 -2.543
C -1.622 -0.770 1.098
H -1.481 -2.904 1.379
H 3.772 -2.327 -1.122
H -4.830 0.476 1.470
N -1.678 1.674 1.218
C -1.240 2.565 0.299
C -0.970 0.503 1.664
H -1.013 0.467 2.759

=====

Most stable structure, least stable structure: <b>, <a>.

=====

<a>
84
Properties=species:S:1:pos:R:3 method="wB97M-V/def2-TZVPD" spin_multiplicity=4 gap_ev="6.688 / 5.235" total_charge=+2 s2=3.8012
H -1.099 -2.277 -5.416
H 1.575 0.274 6.804
C 1.305 3.296 -1.927
C 0.513 -0.934 -5.868
H -6.397 0.325 -1.754
S -0.767 1.711 1.272
N 1.183 3.375 1.980
C 1.280 0.133 -5.419
H 3.568 0.571 -0.744
C 3.612 -1.492 -2.393
H 4.489 -0.856 -2.384
C -0.617 5.252 -1.508
H -3.217 -1.050 1.780
N -1.000 -2.855 3.357
H -1.501 -1.328 -3.181
C 2.532 -1.159 -1.548
H 2.685 0.528 4.607
C 0.685 5.614 -1.824
H 0.619 -3.777 0.706
C 1.650 4.636 -2.019
H -0.752 -3.066 5.403
H 2.089 3.809 1.868
O -2.877 -2.620 5.493
N 1.940 1.646 0.696
C 1.353 -3.113 -2.426
O -0.762 -0.006 4.079
H -2.497 -1.052 -0.727
C -0.125 -3.062 4.523
H 2.071 2.539 -2.050
H 0.343 -4.042 4.440
Ge -0.565 1.029 -1.672
C 1.650 0.860 4.707
C -0.013 2.920 -1.664
C 3.560 -2.582 -3.226
H -4.945 -1.333 -0.648
C -2.248 -2.238 3.334
H 4.398 -2.813 -3.869
H 1.651 -2.655 1.610
H 0.460 -3.724 -2.427
C -0.962 3.912 -1.419
C -2.555 0.849 -1.728
H 1.500 1.749 4.093
H 2.380 -4.244 -3.920
H 2.667 4.919 -2.259
O 0.350 -1.790 -0.753
H -1.364 6.017 -1.345
O -4.273 -1.705 4.124
O 1.028 -0.446 2.462
H -2.961 2.613 -2.885
C -3.134 -0.276 -1.132
H -5.393 2.256 -2.927
N 1.665 0.480 0.025
H 0.402 3.988 2.149
C -5.324 0.465 -1.754
C -2.382 -1.630 2.135
H 0.114 1.098 6.209
N -3.203 -2.187 4.402
C -0.489 -1.456 -5.061
C -4.761 1.552 -2.402
C 0.993 -1.992 4.633
C -3.388 1.753 -2.383
H -1.975 3.634 -1.154
S 0.614 -0.362 3.901
H 1.584 2.008 6.522
C 0.040 0.166 -3.355
C 0.944 2.258 1.259
H 1.902 -2.300 4.116
W -0.053 -0.417 0.379
C 2.426 -3.396 -3.250
N -1.240 -1.841 1.404
H 0.954 6.659 -1.907
C 2.641 0.007 -0.737
C 1.053 0.678 -4.165
H 1.639 1.528 -3.843
H 1.048 -4.129 2.369
C 1.397 -2.019 -1.580
H 1.227 -1.795 5.680
H 2.042 0.560 -6.058
H 0.694 -1.355 -6.849
C -0.452 -2.645 2.140
C 1.201 1.060 6.149
C -4.508 -0.464 -1.125
C -0.714 -0.919 -3.806
C 0.793 -3.325 1.679

=====

<b>
84
Properties=species:S:1:pos:R:3 method="wB97M-V/def2-TZVPD" spin_multiplicity=4 gap_ev="6.360 / 5.827" total_charge=+2 s2=3.7959
H 1.853 4.903 -1.793
C -3.774 3.218 -0.395
C 2.965 0.981 5.094
N -3.534 -1.377 -1.301
C -4.813 0.576 -0.487
H -5.930 3.460 -0.248
C -2.640 -1.199 -2.329
H 2.564 -0.888 6.067
C -4.876 -0.784 -1.195
H 3.444 -2.325 -3.368
C 1.768 3.978 -2.349
C 1.484 -3.137 1.380
H -5.753 1.102 -0.648
H 1.715 -2.360 -1.622
H -4.065 -3.063 0.909
H -1.082 1.232 4.395
C 1.556 1.578 -3.779
O -2.244 1.141 -0.523
H -0.379 -3.668 0.444
C 2.105 2.710 -4.360
H -4.631 0.491 0.586
N -1.517 -1.850 -0.507
C 0.721 -5.398 1.040
C 2.558 -0.346 5.132
H 5.391 -0.817 -3.149
C 3.773 0.007 -0.291
H 1.826 -2.011 4.027
W -0.326 0.051 -0.293
H -2.640 -2.466 1.767
H -0.029 -6.086 0.672
C 2.152 -0.981 3.969
C -1.382 -1.467 -1.841
N -0.875 1.937 3.709
C 1.875 -5.888 1.631
Ge 1.543 -1.219 1.157
C -5.089 3.864 -0.807
H 2.023 -6.954 1.729
C 2.843 -5.008 2.092
C 0.526 -4.031 0.911
H 5.621 0.637 -1.171
H 3.289 1.474 6.000
C 2.686 -0.853 -0.413
H 3.897 0.648 0.577
C 3.527 -1.666 -2.513
H -0.502 2.814 4.040
C 2.553 1.036 2.729
H -5.271 3.748 -1.875
O -4.139 -1.005 -4.035
H -4.033 -1.404 1.521
C 2.212 3.907 -3.653
C 4.752 0.001 -1.278
H 2.453 2.663 -5.383
C 2.549 -1.673 -1.535
H 2.559 1.600 1.804
H -3.661 3.084 0.682
C -2.821 -1.787 -0.220
H -0.548 -1.800 -2.444
C 0.765 2.949 -0.373
C -3.429 -2.191 1.071
C 1.107 1.656 -2.469
H 3.429 -2.976 2.325
O -2.032 -0.635 -4.414
C 2.154 -0.303 2.745
H -5.032 4.929 -0.592
C 1.211 2.847 -1.735
N -0.038 2.444 1.664
H 2.640 4.777 -4.130
O -3.592 1.666 -2.544
H -2.908 3.781 -0.757
S -3.511 1.627 -1.117
H -5.273 -0.694 -2.202
H 3.749 -5.384 2.548
S -1.072 -0.068 2.018
C 4.626 -0.823 -2.385
N 0.264 2.000 0.370
C 2.651 -3.640 1.970
H 3.274 2.707 3.857
C 2.958 1.673 3.891
H 0.870 3.916 0.114
N -2.976 -0.906 -3.707
H -5.512 -1.461 -0.628
C -0.583 1.572 2.443
O 0.567 0.560 -1.899
H 1.463 0.647 -4.319

=====

Most stable structure, least stable structure: <b>, <a>.

=====

<a>
14
Properties=species:S:1:pos:R:3 method="wB97M-V/def2-TZVPD" gap_ev=9.733 smiles="[H]/N=C(/NN)[C@@H]1CS1"
H -1.083 2.214 0.027
N -0.263 2.258 -0.621
N 2.040 -0.409 0.048
H -0.601 1.988 -1.588
N 0.773 1.439 -0.127
C -0.464 -0.631 -0.170
C -0.936 -1.597 0.890
S -0.463 -2.382 -0.581
C 0.871 0.078 -0.043
H 1.634 1.976 -0.117
H -1.981 -1.677 1.099
H -1.245 -0.136 -0.683
H 2.039 -1.408 0.093
H -0.322 -1.713 1.772

=====

<b>
14
Properties=species:S:1:pos:R:3 method="wB97M-V/def2-TZVPD" gap_ev=8.565
S 1.103 2.819 -0.693
H 0.471 2.236 0.330
H 1.570 -1.023 1.124
N 0.656 -1.334 -0.577
N -1.466 -0.760 -1.389
H -0.001 -1.724 -2.426
H -0.093 0.982 1.552
H -0.527 -0.692 2.298
C -0.405 -0.076 1.432
N -2.416 -0.365 -0.902
H -1.353 0.228 0.823
C -0.345 -1.388 -1.525
H 2.206 2.047 -0.694
C 0.600 -0.949 0.646

=====

<c>
14
Properties=species:S:1:pos:R:3 method="wB97M-V/def2-TZVPD" gap_ev=7.665
H 0.608 0.583 -1.712
S 3.237 0.320 0.196
C -1.257 0.487 0.987
H -0.792 -2.084 0.142
N 1.140 -1.225 0.253
H 0.198 1.786 -0.374
H -0.362 0.759 1.554
C 0.132 0.937 -0.876
N -0.700 0.058 -0.300
N 1.741 -0.160 0.071
H 0.088 -1.369 -1.498
C -0.148 -1.276 -0.447
H -1.822 1.346 0.792
H -2.061 -0.161 1.214

=====

Most stable structure, least stable structure: <a>, <c>.

=====

<a>
14
Properties=species:S:1:pos:R:3 method="wB97M-V/def2-TZVPD" gap_ev=8.686 smiles="NN1C=NSCC1"
N -1.588 -0.688 -1.116
H -1.563 -1.674 -0.999
C 0.740 -0.190 -0.499
H -2.260 0.659 0.696
N -0.681 0.054 -0.382
H 1.181 0.339 -1.338
H 1.272 -0.836 1.515
S 1.149 1.586 1.442
N -0.585 1.531 1.479
C 1.504 -0.030 0.785
H -1.408 -0.397 -2.057
C -1.184 0.783 0.673
H 2.535 0.150 0.464
H 0.887 -1.286 -0.662

=====

<b>
14
Properties=species:S:1:pos:R:3 method="wB97M-V/def2-TZVPD" gap_ev="7.261 / 7.259"
C 0.190 -1.413 -0.703
C -1.859 0.798 0.623
H 0.233 -2.065 -1.608
H -1.906 0.774 1.713
H -0.120 1.944 0.523
N -0.498 0.995 0.192
H 1.246 -1.336 -0.361
N 2.253 0.900 -0.874
S 0.075 0.366 -1.276
N 2.862 -0.549 1.010
H -0.471 -1.807 0.073
H -2.458 1.566 0.196
C 2.539 0.108 0.061
H -2.085 -0.281 0.431

=====

Most stable structure, least stable structure: <a>, <b>.

=====

<a>
15
Properties=species:S:1:pos:R:3 method="wB97M-V/def2-TZVPD" gap_ev=10.431 smiles="NC(=O)NCCO"
C -0.031 0.893 -0.974
N 0.709 0.568 0.129
H 1.502 -0.791 1.443
H -0.369 -2.079 1.943
H -0.524 2.452 -2.123
O -1.375 -1.942 0.212
H -1.091 -0.483 1.679
N 0.178 2.174 -1.452
C -0.575 -1.321 1.179
C 0.762 -0.802 0.637
H 0.410 2.891 -0.779
H 1.111 -1.498 -0.137
H 1.514 1.146 0.314
O -0.815 0.124 -1.522
H -1.404 -1.334 -0.548

=====

<b>
15
Properties=species:S:1:pos:R:3 method="wB97M-V/def2-TZVPD" gap_ev=9.775 smiles=c1c[nH]cn1.O.O
C -1.226 0.280 0.921
C 0.471 1.576 0.405
N 0.095 0.510 1.164
H -2.563 1.411 -0.430
N -0.556 2.079 -0.231
C -1.621 1.257 0.054
H 1.506 -0.492 -2.365
H 0.669 -0.021 1.805
H 0.535 -1.944 -0.170
H 1.474 1.971 0.341
H 1.206 -3.239 0.161
H -1.723 -0.621 1.222
H 0.590 0.419 -1.451
O 0.707 -0.470 -1.835
O 0.436 -2.715 0.409

=====

<c>
15
Properties=species:S:1:pos:R:3 method="wB97M-V/def2-TZVPD" gap_ev=10.385 smiles="NCC(=O)NCO"
H -1.294 -0.289 -0.219
C 0.366 0.305 1.896
N -1.162 0.017 -2.264
H -0.250 1.183 1.711
H 2.111 0.241 0.774
C -0.575 -0.458 -1.028
N 1.134 0.004 0.692
H -0.665 -1.318 1.607
O 1.389 0.881 -1.385
H -0.446 0.059 -2.980
H 1.115 0.500 2.654
O -0.410 -0.767 2.363
H -0.437 -1.535 -1.050
H -1.584 0.928 -2.157
C 0.708 0.248 -0.613

=====

Most stable structure, least stable structure: <a>, <c>.

=====

<a>
15
Properties=species:S:1:pos:R:3 method="wB97M-V/def2-TZVPD" gap_ev=10.267 smiles="NC(=O)NCCO"
H 2.536 0.573 0.199
O 0.061 1.736 -1.287
H 1.852 2.112 0.363
N 1.690 1.123 0.231
H 1.139 -1.066 -0.400
H -2.372 -0.291 0.742
H 0.353 0.526 1.274
H -1.197 -1.406 1.452
C 0.687 0.859 -0.747
C -1.309 -0.558 0.760
C -0.873 -0.985 -0.676
N 0.488 -0.516 -0.946
O -0.638 0.577 1.251
H -0.870 -2.079 -0.769
H -1.548 -0.603 -1.447

=====

<b>
15
Properties=species:S:1:pos:R:3 method="wB97M-V/def2-TZVPD" gap_ev="10.348 / 5.965"
H -1.628 -3.092 -0.454
O 1.151 2.190 0.297
O -0.680 -1.202 2.093
H 0.266 1.027 -1.228
H 2.133 1.348 -1.410
H 0.985 2.431 -1.748
N -0.399 -0.843 0.926
H -2.109 -1.729 -1.443
C -1.857 -1.952 -0.448
N -0.765 -1.016 -0.231
H -2.624 -1.762 0.170
H 1.579 1.475 2.207
H 1.300 0.177 1.101
C 1.439 1.254 1.218
C 1.208 1.695 -1.050

=====

<c>
15
Properties=species:S:1:pos:R:3 method="wB97M-V/def2-TZVPD" gap_ev=10.344 smiles="NC(=O)NCCO"
H -0.068 -1.530 -0.146
N 0.480 0.198 0.817
C 1.846 0.312 0.621
H -0.049 0.807 1.426
H -0.314 -0.028 -1.187
C -1.821 -0.271 0.092
H -2.127 -0.348 1.138
H -2.307 -1.783 -1.093
O -2.734 -1.038 -0.653
O 2.723 0.134 1.483
H 1.369 1.048 -1.092
H 3.172 1.135 -0.591
H -2.007 0.805 -0.142
N 2.174 1.022 -0.498
C -0.335 -0.462 -0.175

=====

Most stable structure, least stable structure: <a>, <b>.

=====

<a>
15
Properties=species:S:1:pos:R:3 method="wB97M-V/def2-TZVPD" gap_ev="7.632 / 8.380" total_charge=+1
H 0.194 2.259 0.716
H 0.232 2.295 -1.117
C -1.137 -0.761 0.532
P -2.320 0.728 0.264
C 0.318 1.742 -0.169
H -1.605 -1.753 1.045
H 2.118 0.326 0.126
H 0.360 -0.105 1.930
H -2.155 -1.308 -1.368
H 0.856 -1.558 0.941
H -1.016 -0.046 -1.604
C 1.010 0.384 -0.127
C 0.328 -0.554 0.909
N -1.514 -0.624 -0.936
H 1.089 -0.102 -1.176

=====

<b>
15
Properties=species:S:1:pos:R:3 method="wB97M-V/def2-TZVPD" gap_ev=11.067 smiles=P[C@@H]1C[C@H]2C[N@H+]21 total_charge=+1
H 0.510 0.559 1.719
H 1.957 0.427 -1.226
H -1.943 0.539 1.095
H 2.841 -0.860 0.100
C -1.749 0.753 0.098
P 2.538 0.506 0.092
H -2.508 1.276 -0.364
H -1.416 -0.946 -1.387
C 0.630 0.182 0.748
H -0.367 -1.769 1.000
H 0.091 1.648 -0.872
C 0.023 -1.144 0.278
H 0.700 -1.664 -0.341
C -0.988 -0.398 -0.604
N -0.320 0.891 -0.336

=====

Most stable structure, least stable structure: <b>, <a>.